The following is a DFT calculation (wB97M-V/def2-TZVPD) of the ion C5H10N3 with charge +1.

```
18
Properties=species:S:1:pos:R:3:forces:R:3:mulliken_charge:R:1
N 3.2059 -0.3751 0.0455 2.21 -0.27 -0.26 -0.378
C 1.8846 -0.2283 -0.0326 -0.13 0.74 0.73 -0.154
C 1.2109 0.9524 0.2090 0.61 -4.54 -1.26 -0.091
N -0.1187 1.0096 0.0016 -1.74 0.98 1.23 0.051
C -1.3442 0.6652 0.0117 1.97 2.69 -0.83 0.557
C -2.0650 -0.5434 -0.0095 1.39 -2.74 -2.09 -0.547
N -1.2041 -1.7270 -0.0182 1.11 -0.56 0.50 -0.521
C -1.0385 2.1514 0.0456 -0.20 1.52 -1.09 -0.654
H 3.8403 0.3866 0.3746 -1.09 -0.87 -0.63 0.239
H 3.7240 -1.1600 -0.4278 -1.21 1.11 1.01 0.262
H 1.3215 -1.1479 -0.1574 0.22 0.17 -0.85 0.226
H 1.6583 1.7883 0.5343 1.46 3.02 0.72 0.450
H -2.7097 -0.6319 0.7477 -2.71 0.40 3.33 0.325
H -2.6597 -0.6784 -0.8744 -0.88 0.69 -1.26 0.370
H -0.2859 -1.5210 0.4400 -1.81 -1.11 -0.05 0.081
H -1.7181 -2.6122 0.2681 1.37 1.79 -0.19 0.255
H -0.9447 2.9056 -0.8666 -0.67 -2.10 1.55 0.251
H -1.1294 2.7355 0.9936 0.13 -0.93 -0.55 0.278
```
Positions in Å, forces in eV/Å.

## Properties
charge: +1
orbital gap: 8.3 eV
E_tot: -9806.9956 eV
LUMO: -4.21 eV
structure (SMILES): N/C=C/[N+]1=C(CN)C1
multiplicity: 1

The following is a DFT calculation (wB97M-V/def2-TZVPD) of a structure of composition C39H71BN4O11PtS5.

```
132
Properties=species:S:1:pos:R:3:forces:R:3:mulliken_charge:R:1
Pt -2.4494 2.5184 -0.2967 0.41 -1.67 1.07 5.628
B -4.0670 2.5210 1.4108 -0.04 0.84 -0.17 0.889
H -4.8143 2.3405 2.1679 -2.72 -0.94 2.47 -0.176
H -4.4914 2.6116 0.4229 -2.45 0.74 -3.76 -0.365
H -3.4728 3.3783 1.6868 1.95 3.66 1.27 -0.467
H -3.3784 1.6909 1.3781 2.89 -3.85 0.12 -0.574
C 0.5081 -0.9214 -0.2967 -1.34 0.89 0.95 0.648
C -0.8056 -0.3670 0.3347 -1.47 0.95 -0.64 1.833
C -0.7278 0.2087 1.7245 1.64 0.03 0.18 -0.395
O -1.4910 0.5548 -0.5317 0.74 -0.50 -0.69 -2.300
H 0.9029 -1.7284 0.3205 0.02 -0.12 0.02 -0.062
H 1.2267 -0.1019 -0.3114 0.13 -0.14 -0.46 -1.170
H 0.2016 -1.3004 -1.2717 0.49 0.13 -0.19 0.427
H -1.4865 -1.2131 0.4275 -0.17 -0.64 -0.03 -1.608
H -0.0975 -0.4397 2.3331 -0.39 -0.49 0.50 0.177
H -1.7021 0.4157 2.1675 0.14 -0.10 -0.05 0.432
H -0.1259 1.1172 1.7033 -0.26 0.34 -0.15 -0.741
C 4.6614 -3.9643 0.9364 0.27 -1.42 0.16 -0.794
C 3.4179 -3.5100 0.2358 -1.75 -0.45 -0.70 0.374
C 2.7952 -4.6452 -0.6164 1.07 -0.23 -0.18 -0.868
S 4.2656 -5.7090 -1.1948 -0.59 2.41 0.42 1.101
O 4.7481 -5.3185 -2.5303 -0.91 -0.81 1.72 -0.656
O 3.9607 -7.0556 -0.8206 0.16 -0.82 -0.36 -0.636
C 5.4022 -4.9353 0.0139 1.12 1.12 -1.07 -0.893
H 4.4106 -4.5655 1.8104 -0.32 0.25 0.26 0.325
H 5.2097 -3.0926 1.2936 0.46 -0.25 -0.22 0.414
H 3.5232 -2.6547 -0.4315 0.31 0.22 0.38 0.302
H 2.6856 -3.3215 1.0208 -0.15 0.68 -0.22 -0.302
H 2.2288 -4.2992 -1.4810 0.20 0.03 0.00 0.463
H 2.1426 -5.2486 0.0146 0.27 -0.43 -0.21 0.326
H 5.9884 -4.3411 -0.6871 0.28 0.03 -0.01 0.352
H 6.1067 -5.6246 0.4793 -0.47 -0.25 0.05 0.495
C 2.1480 1.5197 -2.7262 -0.62 1.91 -0.01 0.062
C 1.5357 1.6699 -4.1292 -0.59 -0.38 -0.06 -0.957
C 0.1145 2.1492 -3.9431 -1.69 0.51 1.50 -0.248
S 0.1527 3.4682 -2.6842 1.41 -2.96 -0.23 0.810
O -0.9527 3.2988 -1.7412 1.07 0.95 -0.86 -0.899
O 0.3360 4.6933 -3.3883 -0.05 1.51 0.17 -0.717
C 1.7761 2.8677 -1.9948 0.32 -0.10 0.06 0.163
H 3.2308 1.4511 -2.8305 -0.04 -0.16 0.39 0.417
H 1.7227 0.6471 -2.2305 0.13 0.14 0.00 -0.255
H 1.5870 0.6708 -4.5619 -0.24 0.20 -0.52 0.413
H 2.0046 2.4036 -4.7848 0.58 -0.18 0.17 0.351
H -0.5605 1.4820 -3.4069 0.18 -0.78 -0.24 -0.216
H -0.4956 2.6110 -4.7193 0.51 -0.25 -0.52 0.570
H 1.8002 2.8795 -0.9051 -0.44 -0.38 -0.10 -0.533
H 2.5203 3.6116 -2.2793 -0.19 0.20 -0.28 0.571
C 3.1636 -0.1947 4.4418 0.03 -0.44 0.03 -0.220
C 3.5993 -0.0810 5.9318 -0.35 0.75 -0.54 -0.778
C 2.7445 1.0353 6.5510 0.18 -0.75 -0.25 -0.797
S 2.4446 2.2802 5.2659 -0.28 -0.02 0.19 1.136
O 3.4516 3.3377 5.1623 -1.03 -0.71 0.62 -0.704
O 1.0112 2.6019 5.3767 1.61 0.08 -0.27 -0.633
C 2.7363 1.1711 3.8815 0.76 0.22 0.56 0.903
H 2.3684 -0.9029 4.2091 -0.21 -0.12 0.72 0.021
H 4.0515 -0.6724 4.0278 -0.08 0.57 -0.99 0.192
H 4.6573 0.1770 5.9790 0.03 -0.01 -0.06 0.364
H 3.4761 -1.0746 6.3626 -0.12 0.29 0.48 0.389
H 3.1323 1.5056 7.4546 -0.25 -0.13 -0.02 0.477
H 1.7615 0.5712 6.6302 -0.21 0.52 0.63 0.324
H 3.5954 1.6248 3.3872 -0.49 0.16 -0.46 0.010
H 1.7677 1.2487 3.3876 0.37 -0.50 -0.65 -0.687
C -0.0656 6.6738 1.9691 -0.46 1.35 1.38 -0.761
C -0.6201 6.0105 3.2665 -0.63 -1.22 -1.09 -0.763
C -0.0042 4.5709 3.2775 0.22 0.60 -0.03 -0.858
S 0.2144 4.0740 1.5413 0.06 0.75 -1.44 0.882
O -0.9122 3.2702 1.0633 1.63 0.70 1.62 -1.803
O 1.5817 3.5871 1.2693 -1.63 0.35 0.75 -0.877
C 0.0099 5.7628 0.7925 1.21 -1.40 -0.39 -0.800
H 0.9061 7.0289 2.3123 0.43 -0.16 -0.65 0.340
H -0.5815 7.5850 1.6664 -0.32 0.00 0.33 0.377
H -1.7065 5.9236 3.2519 -0.06 -0.02 -0.15 0.341
H -0.3758 6.5634 4.1735 0.29 -0.08 -0.19 0.388
H -0.5580 3.7913 3.8006 -0.07 0.14 -0.16 0.517
H 1.0028 4.6096 3.6930 0.04 -0.14 -0.08 0.284
H -0.7493 5.6858 0.0143 -0.79 0.11 0.74 0.485
H 0.8810 6.0121 0.1866 0.40 -0.39 0.24 0.343
C -6.6035 1.3071 -1.9761 -0.86 0.32 0.25 -0.766
C -6.0256 -0.1558 -2.0664 -0.75 1.11 0.32 -0.776
C -4.5900 -0.0437 -2.4922 0.02 -0.04 -0.59 0.287
S -4.3261 1.6957 -3.1236 1.88 -1.85 -1.96 0.682
O -3.6258 1.5452 -4.4376 -1.74 0.99 2.60 -0.669
O -3.6434 2.4837 -2.0795 -1.63 -0.25 -1.74 -0.489
C -6.1300 2.1621 -3.1904 0.61 -1.92 0.56 -0.788
H -6.3756 1.8469 -1.0569 0.53 -0.36 0.18 0.222
H -7.6935 1.2989 -1.9781 -0.09 -0.17 -0.18 0.481
H -6.5669 -0.7469 -2.8051 -0.24 0.32 -0.18 0.367
H -6.1029 -0.7479 -1.1545 -0.17 0.52 0.30 0.404
H -4.4922 -0.7506 -3.3162 0.77 0.54 -0.33 0.228
H -3.8798 -0.3360 -1.7187 0.29 0.72 0.01 -0.111
H -6.5716 1.6716 -4.0579 0.47 0.17 -0.42 0.366
H -6.3593 3.2273 -3.2181 0.44 -0.13 0.40 0.458
N 3.9105 2.2191 0.6998 2.11 -0.14 0.28 0.797
C 3.7865 0.8882 0.6259 0.22 -2.43 -0.95 -0.392
C 4.9294 0.2872 -0.0134 -2.68 1.42 1.55 -0.749
C 5.7611 1.3833 -0.2780 0.69 0.47 0.47 -0.685
C 5.1900 2.5154 0.2787 -0.36 0.67 -1.25 -0.921
H 3.2907 2.8547 1.1814 -0.08 -0.16 -0.14 0.258
H 2.8704 0.4267 0.9640 0.10 -0.13 0.03 0.829
H 5.0630 -0.7772 -0.1389 0.07 0.20 -0.26 0.319
H 6.7119 1.3538 -0.7894 0.03 0.07 0.16 0.435
H 5.5010 3.5482 0.2246 0.12 -0.11 0.03 0.409
N -2.0848 -2.8605 -4.1998 0.98 -0.73 0.23 0.219
C -1.8633 -1.5736 -4.3513 -0.40 2.78 -1.43 -0.722
C -1.8799 -1.3172 -5.7519 0.88 2.75 3.04 -0.552
C -2.0387 -2.5015 -6.3831 0.57 -1.24 -1.74 -1.006
C -2.0267 -3.4525 -5.4128 -1.46 -2.69 0.71 -0.319
H -2.1218 -3.3024 -3.2923 0.13 -0.24 -0.30 0.587
H -1.7820 -0.9353 -3.4839 0.02 0.23 -0.15 0.694
H -1.5944 -0.3782 -6.2027 -0.45 0.09 0.03 0.449
H -2.0347 -2.5616 -7.4614 0.01 -0.59 0.11 0.396
H -2.0919 -4.5278 -5.3357 -0.11 -0.07 -0.87 0.370
N -4.0013 -4.9633 -2.7876 -0.17 0.99 1.00 0.120
C -2.7816 -5.5382 -2.6338 1.47 0.68 0.20 -0.858
C -2.0014 -4.7580 -1.7366 -1.76 -1.17 -1.30 -0.378
C -2.8606 -3.7040 -1.3036 -0.16 -0.65 -0.41 0.206
C -4.0743 -3.8579 -1.9709 0.59 0.28 0.68 -1.181
H -4.7502 -5.2266 -3.4120 0.37 -0.19 0.11 0.221
H -2.4812 -6.3313 -3.3024 0.01 -0.12 0.28 0.462
H -0.9567 -4.9495 -1.5408 -0.15 0.08 0.22 0.492
H -2.5632 -2.9310 -0.6106 -0.29 0.12 -0.06 0.294
H -4.9575 -3.2451 -1.8676 -0.03 -0.21 -0.21 0.475
N -1.8683 -3.1843 2.8828 -0.75 0.37 -1.04 0.030
C -0.8065 -3.8165 2.3345 1.12 -0.26 -1.05 -0.758
C 0.2513 -3.7472 3.2108 0.19 -0.10 -0.32 -0.080
C -0.2235 -3.0404 4.3265 0.11 0.45 1.03 -0.659
C -1.5069 -2.6845 4.0703 -0.47 0.58 1.69 -0.721
H -2.5808 -2.7425 2.3196 -0.16 -0.44 0.10 0.323
H -0.8479 -4.1623 1.3121 -0.01 -0.12 0.11 0.373
H 1.2757 -4.0667 3.0889 -0.21 -0.34 -0.20 0.629
H 0.2520 -2.8017 5.2663 0.27 -0.16 -0.14 0.478
H -2.2072 -2.1948 4.7307 0.00 0.12 -0.23 0.418
```
Positions in Å, forces in eV/Å.

## Properties
orbital gap (alpha / beta): 7.9 / 7.7 eV
⟨S²⟩: 2.01
E_tot: -128164.9585 eV
LUMO (alpha / beta): 0.29 / 0.08 eV
multiplicity: 3

The following is a DFT calculation (wB97M-V/def2-TZVPD) of an isolated molecule of C7H15N3O4.

```
29
Properties=species:S:1:pos:R:3:forces:R:3:mulliken_charge:R:1
O 2.8372 -0.8138 1.0126 0.05 -2.17 -2.21 -0.577
C 2.6121 -1.6957 0.1731 -1.93 0.79 1.57 0.778
O 3.5855 -2.3172 -0.5613 -3.00 0.08 0.08 -0.444
C 1.0546 -2.1064 -0.1049 0.14 0.12 -0.17 -1.127
N 0.0948 -1.2947 0.6271 -0.94 1.23 -1.29 -0.530
C -0.3221 -0.1402 0.1411 2.73 -1.24 -1.12 0.142
N 0.1979 0.6106 -0.8700 1.59 -3.27 -1.97 -0.233
C 0.4971 2.0279 -0.4911 -0.19 -2.71 -2.08 -0.475
C 1.6983 2.2794 0.2740 2.35 0.92 -0.09 -0.763
O 2.9868 1.9652 -0.2985 -1.67 3.16 -1.23 -0.547
N -1.2841 0.5296 0.7888 -2.44 -3.26 3.70 -0.197
C -2.6377 0.6914 0.1767 0.60 -0.62 -2.93 -0.548
C -3.6683 -0.5518 0.0313 1.99 -1.12 0.46 -0.499
O -3.0901 -1.7282 -0.5506 0.16 0.51 -0.36 -0.529
H 4.3377 -2.1776 -0.0304 2.18 0.42 0.79 0.351
H 0.9017 -2.1740 -1.1830 0.28 1.03 -0.64 0.417
H 0.5669 -3.1006 0.0310 1.95 -0.17 0.87 0.481
H 0.7670 -0.1133 -1.4921 -0.75 3.18 1.43 0.365
H -0.3480 2.2478 0.0970 -0.82 1.00 0.49 0.333
H 0.5418 2.5616 -1.3978 -0.19 0.90 -1.08 0.418
H 1.7163 1.8644 1.2402 -0.47 -0.56 1.42 0.406
H 1.6765 3.3432 0.3360 0.24 1.06 0.58 0.397
H 3.0809 1.1095 -0.0266 1.08 -3.79 0.93 0.300
H -1.3072 -0.2394 1.5570 -1.04 2.13 -0.36 0.449
H -2.4711 1.3048 -0.8166 -0.57 -1.44 1.84 0.283
H -3.0593 1.2917 0.8880 -1.65 1.99 1.39 0.434
H -4.0375 -0.9312 1.0140 0.06 1.12 -0.28 0.271
H -4.4896 -0.4439 -0.6455 -0.63 1.30 -0.05 0.339
H -2.4379 -1.9993 0.0805 0.90 -0.61 0.32 0.306
```
Positions in Å, forces in eV/Å.

## Properties
orbital gap: 9.5 eV
E_tot: -20159.2604 eV
LUMO: 0.64 eV
structure (SMILES): O=C(O)CN=C(NCCO)NCCO
multiplicity: 1

The following is a DFT calculation (wB97M-V/def2-TZVPD) of a cluster of 2 separate species, C4H8ClF in total.

```
14
Properties=species:S:1:pos:R:3:forces:R:3:mulliken_charge:R:1
C -0.7241 1.9981 0.1697 -0.07 -0.48 2.32 -1.107
C 0.7226 -2.5194 -0.0929 2.27 0.18 -1.74 -1.041
C -0.2514 0.5572 -0.1094 1.75 0.71 2.07 -0.248
C 1.1046 0.2292 0.4368 -0.65 -1.17 1.01 0.167
F 1.2678 0.1612 1.7982 0.03 0.41 -1.21 -0.244
Cl 2.4200 0.7865 -0.4562 0.93 0.37 0.12 -0.164
H -0.5093 2.3636 1.2455 0.07 -0.83 -1.62 0.279
H -1.7917 1.9209 0.1741 -0.80 0.46 -0.38 0.336
H -0.3839 2.7555 -0.4956 0.30 0.37 -0.68 0.351
H 0.2712 -2.4689 0.8368 -0.64 -0.05 1.54 0.441
H 0.2004 -2.7259 -0.9939 -0.94 0.12 -0.38 0.328
H 1.7922 -2.7125 -0.2615 -0.49 0.21 0.79 0.280
H -0.8799 -0.1681 0.3731 -0.75 -0.24 -0.20 0.232
H 0.0016 0.3104 -1.1027 -1.02 -0.06 -1.62 0.390
```
Positions in Å, forces in eV/Å.

## Properties
orbital gap (alpha / beta): 9.4 / 8.2 eV
E_tot: -19513.6066 eV
LUMO (alpha / beta): 0.61 / 0.29 eV
multiplicity: 1

The following is a DFT calculation (wB97M-V/def2-TZVPD) of an isolated molecule of C4H5Cl2P.

```
12
Properties=species:S:1:pos:R:3:forces:R:3:mulliken_charge:R:1
C -1.5911 1.4746 -1.1874 -0.36 0.02 3.77 -0.253
C 0.0127 -0.1066 -0.1147 1.29 3.21 -0.88 -0.772
C -0.3310 0.5805 1.2207 0.86 -0.15 -0.74 -0.745
C -0.3582 0.7790 -1.3992 1.53 1.21 4.85 -0.054
P -1.8855 1.4727 1.3841 0.12 0.07 -3.42 0.122
Cl -2.0820 2.7623 -2.0645 -0.58 0.80 -0.82 -0.084
Cl 1.1484 1.9552 -1.7268 -0.92 -0.52 0.31 -0.231
H 1.0839 -0.3683 -0.1713 -0.43 0.26 0.09 0.365
H -0.4980 -0.9771 -0.0899 -1.92 -2.93 -0.68 0.399
H -0.2334 -0.1643 1.9776 -0.17 -0.78 0.77 0.440
H 0.5086 1.2100 1.4103 0.51 1.15 0.37 0.377
H -0.3138 0.2027 -2.2056 0.07 -2.34 -3.61 0.436
```
Positions in Å, forces in eV/Å.

## Properties
orbital gap (alpha / beta): 7.5 / 7.0 eV
E_tot: -38557.7759 eV
LUMO (alpha / beta): -1.19 / -1.16 eV
multiplicity: 1

The following is a DFT calculation (wB97M-V/def2-TZVPD) of a cluster of 8 separate species, C14H45N9O8 in total.

```
76
Properties=species:S:1:pos:R:3:forces:R:3:mulliken_charge:R:1
C 1.1835 4.5882 -1.6680 0.04 -0.62 0.79 -0.745
O 0.8587 5.6776 -0.8248 -0.04 0.45 -0.10 -0.300
C 0.3333 5.3500 0.4837 -0.13 0.72 -1.78 -0.718
C -0.2260 6.6290 1.1487 -0.84 0.55 -0.04 0.511
C -1.1227 6.2583 2.3412 0.49 -0.46 0.04 -1.365
N -1.0559 7.4699 0.2423 0.49 -0.48 -0.42 -0.776
H 2.0654 4.0595 -1.3063 0.69 0.35 -0.14 0.298
H 1.2879 4.9017 -2.7067 0.15 0.30 0.28 0.255
H 0.4804 3.7553 -1.6556 -0.90 0.26 0.07 0.302
H -0.4448 4.6258 0.2422 -0.25 -0.24 0.77 0.388
H 1.1567 4.9481 1.0741 -0.22 -0.27 0.34 0.338
H 0.6198 7.2399 1.4641 0.31 -0.21 0.36 0.233
H -1.9984 5.7034 2.0046 0.08 -0.07 -0.18 0.372
H -1.5081 7.0930 2.9267 0.27 0.30 -0.25 0.364
H -0.5625 5.6274 3.0313 -0.03 -0.11 0.12 0.330
H -1.2547 8.3594 0.6773 -0.27 -0.06 0.66 0.256
H -0.4726 7.7813 -0.5212 0.16 -0.43 -0.52 0.258
N 0.0738 -1.8524 0.6560 5.06 0.31 3.53 -0.360
C -1.1003 -1.7963 0.1978 -4.54 1.21 -2.15 0.674
N -1.2431 -2.4617 -0.9377 -0.86 -1.90 -2.79 -0.404
O -2.0179 -1.1037 0.6178 -0.18 0.37 0.88 -0.685
H 0.1961 -1.2218 1.4354 0.71 -0.42 0.02 0.228
H 0.8247 -2.3686 0.2204 -0.12 0.42 0.34 0.181
H -0.5930 -3.1765 -1.2320 -0.28 0.27 -0.08 0.167
H -2.0843 -2.3058 -1.4746 0.21 -0.26 0.26 0.202
N -7.2625 -0.5776 3.7753 -0.72 2.76 -4.70 -0.361
C -7.1096 -1.1138 4.9236 -3.59 -1.99 3.59 0.640
N -5.9030 -1.5558 5.1480 3.76 -0.88 0.43 -0.391
O -8.0672 -1.3000 5.6772 0.16 0.11 0.33 -0.678
H -6.4711 -0.4505 3.1608 -0.60 0.19 -0.18 0.157
H -8.1901 -0.2651 3.5262 0.42 0.10 -0.05 0.219
H -5.3207 -1.4078 4.3361 0.64 -0.66 0.58 0.176
H -5.7738 -2.3975 5.6911 -0.04 0.38 -0.02 0.238
N -6.7326 0.0442 -5.7846 -3.66 1.72 1.59 -0.367
C -5.4901 -0.3067 -5.9923 -1.15 -1.61 -2.48 0.582
N -5.4803 -1.3088 -6.8932 0.54 -1.94 -1.56 -0.419
O -4.5336 0.1979 -5.5597 3.94 1.92 2.43 -0.570
H -7.4886 -0.3603 -6.3186 0.13 0.23 0.57 0.151
H -6.9357 0.6643 -5.0137 -0.10 -0.07 -0.35 0.216
H -4.5995 -1.5377 -7.3312 -0.29 0.11 -0.01 0.233
H -6.3323 -1.4188 -7.4242 0.59 -0.38 -0.19 0.173
N 9.4364 0.0787 4.4199 2.78 0.77 0.49 -0.382
C 8.1570 -0.1982 4.2743 1.05 -0.92 0.78 0.627
N 7.6887 0.3723 3.1973 -2.59 1.23 -2.76 -0.415
O 7.5472 -0.9476 4.9721 -1.70 -1.36 1.70 -0.623
H 9.9466 -0.2591 5.2234 0.06 0.16 -0.52 0.212
H 9.8189 0.5790 3.6303 0.92 -0.22 0.86 0.158
H 6.6852 0.2672 3.1512 0.15 0.46 -0.64 0.237
H 8.1913 1.1127 2.7290 -0.66 -0.11 0.08 0.187
C 3.5290 4.4996 6.9577 0.35 1.35 0.97 -1.026
C 2.9905 3.2175 7.5512 0.53 -0.71 -0.38 -0.138
O 2.3876 2.5267 6.4910 -1.38 -0.44 -1.31 -0.532
H 3.9556 4.4636 5.9553 -0.17 -0.60 0.09 0.305
H 4.2733 4.9839 7.5897 0.42 -0.40 0.21 0.321
H 2.7815 5.2929 6.9674 -0.52 -0.27 -0.37 0.278
H 2.3112 3.3757 8.3887 -0.07 0.29 -0.02 0.279
H 3.7223 2.4730 7.8647 0.76 0.72 0.62 0.219
H 1.5678 2.0924 6.7376 0.07 0.06 0.18 0.293
C -2.0256 -8.4198 -4.9577 0.42 -0.22 2.53 -0.976
C -2.2278 -7.7286 -6.2373 -0.27 -1.69 -0.58 -0.161
O -2.0808 -8.8214 -7.1869 0.25 1.09 -0.90 -0.526
H -2.0746 -7.7126 -4.1297 -0.17 0.01 0.31 0.320
H -1.0797 -8.9471 -4.8337 0.38 0.39 -0.53 0.287
H -2.7220 -9.2358 -4.7647 -0.55 0.31 -0.19 0.286
H -1.4870 -6.9437 -6.3897 0.03 -0.22 -0.46 0.254
H -3.2284 -7.2969 -6.2607 -0.01 0.15 -0.29 0.220
H -2.9274 -9.2467 -7.3422 -0.10 0.18 0.11 0.297
C 3.2007 -2.9662 -4.7096 0.02 -0.49 0.31 -0.992
C 3.8138 -4.0240 -3.7245 -0.79 1.10 -1.07 -0.192
O 4.2686 -3.3256 -2.6135 0.48 0.39 1.29 -0.514
H 2.7420 -3.4233 -5.5864 0.36 0.11 -0.23 0.302
H 3.9499 -2.2097 -4.9431 0.54 -0.46 -0.64 0.302
H 2.4598 -2.2783 -4.3022 -0.45 -0.68 0.73 0.296
H 4.6698 -4.5331 -4.1675 -0.19 -0.25 -0.47 0.238
H 3.1067 -4.7711 -3.3641 -0.12 0.09 -0.20 0.260
H 4.9473 -2.7330 -2.9449 0.12 0.18 0.28 0.297
```
Positions in Å, forces in eV/Å.

## Properties
orbital gap: 9.4 eV
E_tot: -45037.7188 eV
LUMO: 0.20 eV
structure (SMILES): COC[C@H](C)N.NC(N)=O.NC(N)=O.NC(N)=O.NC(N)=O.CCO.CCO.CCO
multiplicity: 1

Question: What is the E_tot in the sixth record?
Answer: -45037.7188 eV